#i
{
  "formula": "C21H24N2O3",
  "method": "wB97M-V/def2-TZVPD",
  "lumo_ev": 0.685,
  "total_charge": 0,
  "smiles": "CC(C)Oc1ccccc1OCCCCn1cnc2ccccc2c1=O",
  "gap_ev": 9.157,
  "elements": ["C", "C", "C", "O", "C", "C", "C", "C", "C", "C", "O", "C", "C", "C", "C", "N", "C", "N", "C", "C", "C", "C", "C", "C", "C", "O", "H", "H", "H", "H", "H", "H", "H", "H", "H", "H", "H", "H", "H", "H", "H", "H", "H", "H", "H", "H", "H", "H", "H", "H"],
  "xyz": [[-1.1367, -1.2566, 2.3685], [0.1535, -1.6346, 1.6538], [0.2687, -3.1463, 1.4654], [0.1189, -0.9856, 0.3779], [1.2611, -0.9979, -0.3762], [1.1511, -1.4334, -1.6942], [2.2338, -1.3928, -2.5514], [3.4594, -0.9371, -2.0976], [3.5865, -0.5040, -0.7909], [2.4990, -0.5138, 0.0739], [2.6492, -0.0763, 1.3794], [2.8111, 1.3204, 1.5486], [1.5561, 2.1101, 1.1572], [1.5763, 2.5821, -0.2969], [0.2108, 3.1137, -0.7384], [-0.7536, 2.0437, -0.9136], [-0.6915, 1.2533, -2.0155], [-1.4601, 0.2718, -2.2888], [-2.4431, -0.0343, -1.3825], [-3.2927, -1.1170, -1.6322], [-4.2961, -1.4229, -0.7422], [-4.4822, -0.6591, 0.4099], [-3.6511, 0.4054, 0.6739], [-2.6216, 0.7251, -0.2136], [-1.7202, 1.8345, 0.0725], [-1.7714, 2.5451, 1.0581], [-1.1496, -1.6955, 3.3622], [-1.2166, -0.1763, 2.4583], [-1.9925, -1.6188, 1.8041], [1.0157, -1.2744, 2.2273], [0.2699, -3.6414, 2.4325], [-0.5713, -3.5117, 0.8783], [1.1923, -3.3917, 0.9441], [0.1873, -1.7783, -2.0335], [2.1209, -1.7269, -3.5714], [4.3145, -0.9157, -2.7562], [4.5351, -0.1406, -0.4231], [3.6808, 1.6823, 0.9835], [3.0146, 1.4325, 2.6161], [1.4525, 2.9762, 1.8123], [0.6907, 1.4669, 1.3245], [1.8645, 1.7591, -0.9555], [2.3147, 3.3791, -0.4103], [-0.1950, 3.7839, 0.0240], [0.3047, 3.6538, -1.6848], [0.0875, 1.4984, -2.7277], [-3.1393, -1.6936, -2.5309], [-4.9498, -2.2611, -0.9362], [-5.2780, -0.9085, 1.0959], [-3.7691, 1.0087, 1.5616]]
}

***

#ii
{
  "formula": "C21H24N2O3",
  "method": "wB97M-V/def2-TZVPD",
  "lumo_ev": 0.553,
  "total_charge": 0,
  "smiles": "O=C(OCC(=O)N1CCCC1)c1c2c(nc3ccccc13)CCCCC2",
  "gap_ev": 8.898,
  "elements": ["O", "C", "O", "C", "C", "O", "N", "C", "C", "C", "C", "C", "C", "C", "N", "C", "C", "C", "C", "C", "C", "C", "C", "C", "C", "C", "H", "H", "H", "H", "H", "H", "H", "H", "H", "H", "H", "H", "H", "H", "H", "H", "H", "H", "H", "H", "H", "H", "H", "H"],
  "xyz": [[0.2958, 1.0951, 1.0619], [-0.0788, 0.4437, 0.1201], [-0.1923, 0.9407, -1.1192], [0.2366, 2.2839, -1.2583], [1.7407, 2.3888, -0.9645], [2.4747, 1.4259, -1.0636], [2.1849, 3.6055, -0.6223], [1.4044, 4.8118, -0.4288], [2.4579, 5.8937, -0.1895], [3.5843, 5.1217, 0.4945], [3.5830, 3.8009, -0.2651], [-0.5189, -0.9845, 0.1693], [-1.8111, -1.3059, 0.5338], [-2.1554, -2.6862, 0.5522], [-1.2964, -3.6292, 0.2644], [-0.0304, -3.3313, -0.0711], [0.8632, -4.3818, -0.3648], [2.1512, -4.1024, -0.7261], [2.5971, -2.7734, -0.8123], [1.7567, -1.7311, -0.5322], [0.4240, -1.9889, -0.1523], [-3.5278, -3.2109, 0.8812], [-4.6728, -2.3431, 0.3646], [-5.0401, -1.2302, 1.3448], [-3.8114, -0.5351, 1.9284], [-2.7679, -0.1894, 0.8665], [0.0351, 2.5577, -2.2958], [-0.3339, 2.9213, -0.5753], [0.7833, 5.0245, -1.3028], [0.7554, 4.7068, 0.4495], [2.0748, 6.7128, 0.4150], [2.8055, 6.2938, -1.1425], [4.5424, 5.6323, 0.4354], [3.3387, 4.9521, 1.5429], [3.9319, 2.9510, 0.3236], [4.1893, 3.8602, -1.1759], [0.4961, -5.3937, -0.2942], [2.8383, -4.9055, -0.9512], [3.6178, -2.5759, -1.1045], [2.1045, -0.7118, -0.6056], [-3.5802, -4.2086, 0.4423], [-3.6181, -3.3365, 1.9632], [-4.3902, -1.9203, -0.6010], [-5.5525, -2.9678, 0.1975], [-5.6652, -0.4954, 0.8315], [-5.6301, -1.6467, 2.1646], [-4.1339, 0.3850, 2.4211], [-3.3452, -1.1600, 2.6912], [-3.2729, 0.1378, -0.0484], [-2.1777, 0.6562, 1.2256]]
}

***

Stability, descending: #ii, #i

***

#i
{
  "formula": "C5H11O2",
  "method": "wB97M-V/def2-TZVPD",
  "lumo_ev": [0.785, -2.300],
  "total_charge": 0,
  "spin_multiplicity": 2,
  "s_squared": 0.759,
  "gap_ev": [10.839, 7.974],
  "elements": ["C", "O", "C", "C", "C", "C", "H", "H", "H", "H", "H", "H", "H", "H", "H", "H", "H", "O"],
  "xyz": [[-1.7148, 0.6342, 0.4251], [-2.7307, -0.1759, 0.1914], [-0.2637, -0.1051, -0.2951], [0.9024, 1.1220, -0.4371], [2.2836, 0.4644, -0.3651], [2.8267, -0.0561, -1.4461], [-1.8598, 1.6735, -0.0613], [-1.3046, 0.8394, 1.4200], [-0.5832, -0.4782, -1.2825], [0.1204, -0.9175, 0.4131], [0.6801, 1.7384, -1.3242], [0.7652, 1.6120, 0.5485], [2.8084, 0.5378, 0.6221], [2.1382, -0.2083, -2.2723], [3.8128, -0.6428, -1.4515], [-2.0439, -2.5434, 1.8886], [-2.9302, -1.3544, 1.3752], [-2.9068, -2.1400, 2.0513]]
}

***

#ii
{
  "formula": "C5H11O2",
  "method": "wB97M-V/def2-TZVPD",
  "lumo_ev": [0.859, -0.087],
  "total_charge": 0,
  "spin_multiplicity": 2,
  "s_squared": 0.754,
  "gap_ev": [9.238, 9.505],
  "elements": ["H", "C", "C", "C", "O", "C", "C", "H", "H", "H", "H", "H", "H", "H", "H", "H", "O", "H"],
  "xyz": [[1.9458, 1.9570, 0.3122], [-0.3272, 0.5282, 0.5759], [-1.1716, 1.6624, 0.9315], [-0.2635, 0.0377, -0.7729], [0.2227, 0.5230, -1.7958], [-0.9115, -1.3795, -0.7942], [0.1183, -2.4600, -0.5696], [0.3644, 0.0658, 1.2691], [-0.7606, 2.1091, 1.8417], [-1.1316, 2.3956, 0.1230], [-2.2295, 1.3839, 1.1011], [-1.7106, -1.3686, -0.0396], [-1.3180, -1.5969, -1.7804], [-0.4178, -3.4134, -0.6208], [0.7923, -2.3819, -1.4345], [0.6624, -2.3793, 0.3659], [2.6862, 2.0429, 0.9295], [3.4499, 2.2741, 0.3579]]
}

***

Stability, descending: #ii, #i